# 1
This record from the OMol25 dataset describes 2 unconnected molecules or ions with the total composition C5H8N. The level of theory is ωB97M-V with the def2-TZVPD basis set.

```
14
Properties=species:S:1:pos:R:3:forces:R:3:lowdin_spin:R:1
C -0.4162 -1.4003 -0.0865 -1.15 -0.04 -0.16 0.031
C -1.3526 -0.6409 -0.1112 0.79 -0.18 0.07 0.016
C 2.5074 -0.6198 0.1789 0.41 -6.35 7.65 0.830
C 2.3578 0.2550 -0.7472 -1.72 7.38 -6.58 0.827
C -2.3939 0.3500 -0.1136 -0.50 0.27 -0.06 0.002
N 1.5028 0.4314 0.4443 1.76 -0.56 -0.83 0.155
H 0.2460 -2.2169 -0.1118 0.44 -0.43 0.03 0.009
H 2.9277 -1.4386 0.7131 0.15 -0.05 0.26 0.035
H 2.4764 0.7304 -1.6920 -0.12 0.13 -0.19 0.037
H -3.2509 -0.0337 -0.6681 -0.04 0.06 0.03 0.001
H -2.0604 1.2673 -0.5991 -0.03 0.00 0.00 0.000
H -2.7064 0.5720 0.9054 -0.08 0.03 0.00 0.001
H 0.4955 0.0801 0.3843 -0.05 -0.21 -0.19 0.029
H 1.7049 1.1809 1.1102 0.14 -0.07 -0.04 0.029
```
Positions in Å, forces in eV/Å.

Summary:
LUMO (spin up / spin down), eV: -3.11 / -8.14
M, g mol⁻¹: 82.126
Frontier orbital gap (spin up / spin down), eV: 8.524 / 6.552
Energy relative to the best compared isomer or geometry (same formula, charge and spin), kcal per mole: 140.4
Net charge: +1
Spin multiplicity: 3
Total energy, eV: -6788.48774

***

# 2
This record from the OMol25 dataset describes 2 unconnected molecules or ions with the total composition C2H10NO. The level of theory is ωB97M-V with the def2-TZVPD basis set.

```
14
Properties=species:S:1:pos:R:3:forces:R:3:lowdin_charge:R:1
C -0.4176 0.2899 -0.3645 -0.37 -1.12 -1.38 -0.025
C -1.5375 0.4060 1.8255 -0.36 -1.18 0.57 -0.003
N -0.4844 0.9747 0.9397 0.88 1.43 -0.20 -0.061
H -1.2608 0.5971 -1.0059 0.33 -0.10 0.43 0.119
H -0.4957 -0.7941 -0.1761 0.08 0.47 -0.14 0.116
H 0.5243 0.4864 -0.9037 -0.39 0.15 0.52 0.112
H -1.0948 -0.5366 2.1892 -0.47 0.32 -0.04 0.116
H -2.4328 0.1664 1.2275 0.51 0.24 0.14 0.116
H -1.8468 1.0084 2.6962 0.60 0.14 -0.64 0.117
H 0.4784 0.8675 1.3235 -0.98 0.36 0.31 0.196
H -0.6329 1.9874 0.7445 0.17 -0.71 0.46 0.197
O 3.3681 -1.9327 -2.5933 -1.05 0.41 -0.58 -0.083
H 2.7466 -1.1818 -2.4585 0.74 -0.84 -0.31 0.027
H 3.0858 -2.3387 -3.4440 0.32 0.43 0.86 0.055
```
Positions in Å, forces in eV/Å.

Summary:
LUMO, eV: -3.86
M, g mol⁻¹: 64.108
Frontier orbital gap, eV: 10.198
Energy relative to the best compared isomer or geometry (same formula, charge and spin), kcal per mole: 25.6
Net charge: +1
Total energy, eV: -5766.57363